1.
16
Properties=species:S:1:pos:R:3:forces:R:3 method="wB97M-V/def2-TZVPD" orbital_gap_ev="2.35 / 8.66" lumo_energy_ev="3.60 / 3.57" homo_energy_ha="0.0460 / -0.1868" total_energy_ha=-304.93711 charge=-1 relative_energy_kcal_mol=43.87 multiplicity=2 max_force_ev_per_a=2.023
C 4.4519 2.2403 -1.3338 0.1 0.6 0.8
C 3.2282 1.7491 -1.5064 0.2 -2.0 0.5
O 2.2440 1.5861 -0.5691 -0.2 1.3 -1.0
H 5.3153 1.7566 -1.7793 -0.1 0.5 -0.8
H 4.6130 2.9043 -0.4914 0.3 -0.2 0.1
H 3.0695 1.1036 -2.3655 -0.2 0.0 0.2
H 2.3286 2.2892 0.1084 0.0 -0.2 0.1
N -1.8146 -0.9330 1.5744 -1.2 -1.3 0.0
C -2.3932 -1.8905 0.6380 -0.8 0.5 -1.5
N -3.8588 -1.8323 0.2352 0.1 0.2 1.0
H -2.4216 -1.0922 2.3774 0.4 0.8 0.4
H -1.9041 0.0181 1.2343 0.0 0.1 0.1
H -2.2653 -2.9035 1.0045 0.4 -0.1 0.0
H -1.9386 -1.7693 -0.3394 0.7 -0.2 0.2
H -4.4400 -2.3435 0.8973 0.2 -0.1 0.0
H -4.2142 -0.8828 0.3155 0.3 0.1 -0.3

***

2.
8
Properties=species:S:1:pos:R:3:forces:R:3 method="wB97M-V/def2-TZVPD" orbital_gap_ev=10.34 lumo_energy_ev=0.95 homo_energy_ha=-0.3450 total_energy_ha=-270.30119 relative_energy_kcal_mol=32.33 max_force_ev_per_a=6.729
C 0.2815 -0.3561 -0.0653 6.1 0.0 2.9
N -0.0690 0.9017 -0.4860 -1.1 3.4 1.4
O -0.1937 -0.8098 1.1167 -1.6 -0.4 0.8
F 0.2111 -1.3219 -0.9954 -0.3 0.4 -0.8
H 1.6390 -0.2876 0.4752 -3.3 -0.2 -2.2
H -0.1909 1.7041 0.2216 0.6 -2.5 -1.1
H -0.5407 1.1956 -1.3047 -0.3 -0.8 -1.0
H -1.1372 -1.0261 1.0379 -0.1 0.1 0.0

***

3.
12
Properties=species:S:1:pos:R:3:forces:R:3 method="wB97M-V/def2-TZVPD" orbital_gap_ev=9.13 lumo_energy_ev=-0.07 homo_energy_ha=-0.3380 total_energy_ha=-414.64885 relative_energy_kcal_mol=123.83 max_force_ev_per_a=11.155
C 0.3780 0.8380 -0.0609 1.0 -2.5 -0.8
C -0.8735 1.3081 -0.1042 -0.6 -0.3 -1.4
C -1.6423 -0.7845 0.1842 2.2 -1.4 -3.6
C 0.7687 -0.7328 -0.1741 -9.6 5.4 1.5
H 2.1903 0.9698 0.8475 -2.8 3.0 -3.8
H -0.9766 2.3784 -0.3499 -0.8 -0.8 0.6
H -2.5466 -1.2981 0.1350 -1.2 -1.9 1.0
H 1.9529 -2.2311 -0.0223 -0.4 2.4 -0.9
N -0.4939 -1.3836 0.0117 -0.6 -0.6 1.5
N 1.8668 -1.1652 -0.2424 6.2 -4.2 0.7
O 1.3869 1.6910 0.0068 4.0 -2.5 3.8
O -2.0107 0.4100 -0.2314 2.7 3.4 1.3

***

4.
11
Properties=species:S:1:pos:R:3:forces:R:3 method="wB97M-V/def2-TZVPD" orbital_gap_ev="7.65 / 7.02" lumo_energy_ev="3.32 / 3.31" homo_energy_ha="-0.1590 / -0.1361" total_energy_ha=-3077.80080 charge=-1 relative_energy_kcal_mol=32.59 max_force_ev_per_a=3.515
C 1.6077 0.6742 -0.5575 -2.3 -0.4 2.7
C -1.0517 0.4019 0.0866 2.2 -1.6 -2.1
C 0.3592 0.5782 0.5476 -0.5 0.0 -0.1
C -1.0184 -1.1544 -0.1595 -0.2 0.8 -1.6
O 1.0659 1.2778 -1.4567 0.3 1.0 -2.5
O 2.6721 0.1907 -0.2606 1.2 -0.3 -0.1
F -0.3503 -1.5668 -1.2689 -0.2 0.3 0.3
F -0.7387 -2.0167 0.7927 0.1 -0.3 0.9
Br 0.4424 0.2766 2.4286 0.6 0.0 0.2
H -1.8090 0.5122 0.8050 -1.0 0.9 0.8
H -1.1792 0.8263 -0.9572 -0.1 -0.3 1.5

***

5.
119
Properties=species:S:1:pos:R:3:forces:R:3 method="wB97M-V/def2-TZVPD" orbital_gap_ev=7.21 lumo_energy_ev=-1.22 homo_energy_ha=-0.3097 total_energy_ha=-5359.90570 smiles="C#Cc1c(Cl)c([PH2]=N)c(/C(Cl)=C(/C)Cl)c2c1C(=O)N([PH2]=O)C2=O.CN(C)P(=O)(N(C)C)N(C)C.CN(C)P(=O)(N(C)C)N(C)C.CN(C)P(=O)(N(C)C)N(C)C" max_force_ev_per_a=7.538
C -1.5998 -2.7805 1.7734 -0.2 0.3 0.3
C -1.6126 -3.3210 0.7049 0.9 -0.2 -0.2
C -1.1681 -3.9312 -0.5181 -0.9 0.3 0.9
C -0.7189 -5.2602 -0.5232 0.2 -0.4 -0.2
Cl -0.7532 -6.1684 0.9563 0.0 0.3 -0.1
C -0.2441 -5.8671 -1.6867 0.2 0.6 0.3
P 0.3870 -7.5936 -1.8017 -1.0 -0.8 -1.2
N -0.3648 -8.4111 -2.9207 0.6 0.1 0.3
C -0.2347 -5.0911 -2.8608 -0.2 -0.8 -1.2
C 0.3062 -5.6432 -4.1547 0.7 0.2 0.8
Cl -0.7710 -6.2809 -5.3427 0.0 0.3 0.2
C 1.6229 -5.5858 -4.3670 -0.3 -0.3 -0.6
C 2.3332 -6.0445 -5.6076 0.5 0.5 0.9
Cl 2.6720 -4.9130 -3.1264 -0.2 -0.1 -0.3
C -0.7053 -3.7957 -2.8701 -0.2 0.2 0.4
C -1.1749 -3.2154 -1.6978 0.2 -0.1 -0.5
C -1.6105 -1.7926 -1.9766 0.1 -1.3 -0.1
O -2.0546 -0.9694 -1.2435 0.1 0.1 0.0
N -1.4127 -1.6491 -3.3856 1.4 1.2 -1.4
P -0.5269 -0.2493 -3.9368 -1.1 1.3 0.1
O -1.1313 1.0291 -3.5430 0.2 0.0 0.2
C -0.8122 -2.7947 -3.9945 -0.6 -1.4 1.5
O -0.5027 -2.9175 -5.1419 0.1 0.4 -0.1
H -1.5743 -2.2440 2.6992 -0.1 0.0 -0.1
H 0.1750 -8.1874 -0.5436 0.4 0.6 0.1
H 1.7709 -7.4791 -2.0570 0.0 0.2 0.6
H 0.3404 -8.7119 -3.5888 -0.4 -0.1 -0.3
H 1.6458 -6.4369 -6.3479 0.1 0.0 0.0
H 3.0837 -6.7794 -5.2976 -0.1 -0.1 -0.3
H 2.8966 -5.1891 -5.9933 -0.1 -0.1 -0.3
H -0.4612 -0.3635 -5.3321 0.2 -0.6 0.2
H 0.7776 -0.4458 -3.4183 -0.2 -0.3 -0.2
O -1.4020 0.2684 3.7217 1.6 -0.2 -3.6
P -1.9349 1.5778 3.1890 -3.4 1.8 6.5
N -1.1020 2.6291 4.2985 0.7 0.1 -0.3
C -1.5680 3.9292 4.7408 -0.3 0.4 -0.3
C 0.3510 2.6453 4.1253 0.2 -0.6 0.0
N -3.5574 1.3068 3.7352 -0.1 -0.2 0.1
C -4.3145 2.2623 4.5228 -0.2 0.4 -0.5
C -3.8894 -0.0350 4.2000 0.2 -0.2 0.0
N -2.5038 2.9030 2.1913 1.0 -2.1 -2.5
C -3.5827 2.5057 1.2395 -0.5 0.0 0.0
C -1.4463 3.4738 1.3137 0.4 0.5 0.4
H -1.5451 4.7033 3.9594 0.0 0.0 0.0
H -0.9407 4.2924 5.5601 0.2 -0.2 -0.1
H -2.5710 3.8965 5.1511 -0.1 -0.1 -0.2
H 0.6770 3.1207 3.1908 0.0 0.1 0.1
H 0.7435 1.6271 4.1247 -0.1 0.0 0.0
H 0.8373 3.1705 4.9487 -0.2 0.0 0.1
H -3.9531 2.3183 5.5571 0.0 0.0 0.0
H -5.3679 1.9690 4.5543 0.1 -0.1 0.0
H -4.3103 3.2560 4.0732 0.2 0.0 0.1
H -3.4980 -0.2289 5.2067 0.0 -0.1 0.0
H -3.5048 -0.7959 3.5278 0.1 0.0 0.0
H -4.9740 -0.1689 4.2261 0.0 0.2 0.0
H -3.2615 1.7006 0.5738 0.0 0.1 -0.1
H -3.8712 3.3651 0.6326 0.3 0.1 0.0
H -4.4841 2.1829 1.7481 0.2 -0.1 0.2
H -0.9360 2.7045 0.7305 0.0 0.1 -0.1
H -0.7052 4.0307 1.8855 0.0 -0.2 0.2
H -1.8802 4.1929 0.6210 -0.2 -0.1 0.0
O 3.7542 -4.5006 -8.9211 1.2 0.0 3.7
P 5.1632 -4.0228 -9.1649 -1.0 0.9 -7.4
N 4.7464 -2.4861 -9.8712 0.0 0.4 0.6
C 5.5505 -1.7485 -10.8284 0.5 0.1 0.0
C 4.0939 -1.5620 -8.9428 -0.5 -0.3 0.2
N 5.5234 -5.1673 -10.4093 0.0 -0.2 0.0
C 6.0644 -4.8091 -11.7090 0.7 0.0 0.1
C 4.5808 -6.2667 -10.5892 -0.3 -0.1 0.2
N 6.8632 -3.6031 -9.0325 -0.3 -1.5 3.0
C 7.7406 -4.7783 -8.7658 0.3 -0.3 -0.3
C 7.1528 -2.6758 -7.9074 -0.1 0.7 -0.2
H 6.4738 -1.3233 -10.4093 0.0 0.0 0.0
H 4.9689 -0.9134 -11.2262 -0.1 0.0 0.2
H 5.8178 -2.3444 -11.6939 0.1 -0.1 0.1
H 4.7589 -1.1898 -8.1519 0.0 0.1 -0.1
H 3.2500 -2.0506 -8.4528 0.1 -0.1 0.0
H 3.6937 -0.6952 -9.4702 0.1 -0.1 -0.1
H 5.3154 -4.3228 -12.3447 0.0 0.0 0.0
H 6.4093 -5.7074 -12.2290 -0.1 -0.1 0.1
H 6.9469 -4.1748 -11.6228 -0.1 0.2 0.1
H 3.6744 -5.9465 -11.1168 0.0 -0.1 0.0
H 4.2894 -6.7017 -9.6378 -0.1 0.1 0.0
H 5.0437 -7.0712 -11.1668 0.2 0.2 -0.1
H 7.4526 -5.3018 -7.8499 0.1 0.0 0.1
H 8.7764 -4.4496 -8.6678 -0.1 0.2 0.1
H 7.7304 -5.4947 -9.5799 -0.3 0.1 -0.1
H 6.7375 -3.0330 -6.9618 0.1 0.0 0.1
H 6.7716 -1.6749 -8.1016 -0.2 -0.1 -0.1
H 8.2284 -2.5584 -7.7836 0.0 -0.2 -0.1
O -5.3968 7.1984 9.0587 1.7 2.8 -1.7
P -3.9737 6.7292 9.1834 -1.5 -6.1 3.1
N -4.0984 5.2849 8.2277 0.2 0.2 -0.6
C -3.2645 4.1047 8.3683 0.5 0.0 0.1
C -4.3975 5.5300 6.8172 -0.5 0.4 -0.1
N -4.0362 6.3553 10.8695 -0.2 0.0 0.1
C -3.5858 5.0960 11.4364 0.6 0.1 0.0
C -5.2192 6.7967 11.6010 -0.3 0.2 -0.1
N -2.2197 6.6939 9.2339 -0.4 3.2 -0.6
C -1.6407 7.6109 10.2556 0.2 -0.1 0.4
C -1.5895 7.1233 7.9583 0.0 -0.6 -0.4
H -2.2228 4.2473 8.0469 0.0 0.0 0.0
H -3.6747 3.2931 7.7620 -0.1 0.2 -0.1
H -3.2539 3.7219 9.3832 0.0 0.2 0.1
H -3.5698 6.0069 6.2746 0.0 -0.1 -0.1
H -5.2673 6.1817 6.7196 0.1 0.0 0.1
H -4.6431 4.6048 6.2932 0.0 -0.1 0.2
H -4.2736 4.2735 11.2074 0.0 0.0 0.0
H -3.5191 5.1804 12.5250 -0.1 0.1 0.0
H -2.5778 4.8391 11.1094 -0.1 0.0 -0.2
H -6.0857 6.1536 11.4050 0.0 0.1 0.0
H -5.4853 7.8185 11.3484 -0.1 -0.1 -0.1
H -5.0245 6.7856 12.6769 0.2 -0.2 -0.1
H -1.9492 8.6475 10.0937 0.1 0.0 0.0
H -0.5510 7.5620 10.2182 0.0 0.0 -0.3
H -1.9175 7.3316 11.2658 -0.2 -0.1 -0.1
H -1.9765 8.0842 7.6103 0.1 0.0 0.0
H -1.7290 6.3835 7.1709 -0.2 0.0 0.1
H -0.5115 7.2157 8.0829 0.0 0.0 0.2

***

6.
17
Properties=species:S:1:pos:R:3:forces:R:3 method="wB97M-V/def2-TZVPD" orbital_gap_ev=10.59 lumo_energy_ev=0.69 homo_energy_ha=-0.3637 total_energy_ha=-326.08162 smiles="C=NCC.O.O" relative_energy_kcal_mol=31.29 max_force_ev_per_a=1.609
C -0.9043 -1.4760 -0.7109 -0.7 1.1 -0.9
C -0.3461 -0.1044 -1.1035 0.3 0.3 -0.8
C -1.7162 1.8232 -1.2645 0.6 -0.6 0.5
N -1.2512 0.8982 -0.5441 -0.2 -0.7 0.4
H -0.6456 -1.7137 0.3022 0.6 -0.6 0.3
H -1.9793 -1.3641 -0.6723 -0.4 -0.1 -0.2
H -0.6949 -2.1902 -1.4998 0.4 -0.5 0.4
H -0.2644 0.0650 -2.1860 -0.4 -0.4 -0.1
H 0.6980 -0.0654 -0.8297 0.3 0.5 0.9
H -1.1732 2.1154 -2.1654 -0.7 0.0 -0.5
H -2.6482 2.2585 -0.9103 0.4 0.8 -0.2
H -0.4072 1.0067 1.2089 -0.2 0.5 0.0
H 0.5364 0.6686 2.3211 0.1 0.2 0.2
O 0.1760 1.4366 1.8615 0.1 -0.7 -0.1
H 3.0452 -0.5496 2.2285 -0.1 -0.2 0.2
H 4.1363 -1.3786 1.6489 0.0 -0.3 0.1
O 3.4387 -1.4304 2.3153 0.1 0.6 -0.4